Below is C13H11NO2PdS as an isolated structure, with properties calculated with the ωB97M-V functional and the def2-TZVPD basis.

```
! wB97M-V def2-TZVPD RIJCOSX def2/J DEFGRID3
* xyz 0 3
Pd 5.3004 -7.9557 7.9309
S 4.1229 -5.9740 7.5006
C 3.8384 -6.0968 9.2248
C 3.0603 -5.4417 10.2645
C 3.1072 -5.9181 11.5708
C 3.6691 -7.1545 11.8201
C 4.3950 -7.7612 10.8313
N 4.4982 -7.2073 9.6171
H 2.4953 -4.5952 9.9855
H 2.7511 -5.3296 12.4177
H 3.5860 -7.6341 12.7630
H 5.0379 -8.6108 11.0373
C 8.6858 -9.9706 9.5511
C 7.5596 -9.7030 8.6337
O 6.5791 -9.0515 9.0684
C 7.5779 -10.2603 7.2932
C 8.7409 -10.8131 6.6877
C 8.6297 -11.7386 5.6544
C 7.3855 -11.9948 5.0973
C 6.2509 -11.3131 5.4709
C 6.2819 -10.4291 6.6344
O 5.1913 -9.9154 7.0710
H 8.2316 -10.2409 10.5408
H 9.3555 -9.1228 9.6713
H 9.3112 -10.8597 9.2256
H 9.7092 -10.4449 7.0238
H 9.4763 -12.2205 5.1595
H 7.3388 -12.7865 4.3642
H 5.3520 -11.4274 4.9276
*
```

Max |F| = 2.7 eV/Å
HOMO (alpha / beta) = -7.633 / -7.897 eV
HOMO-LUMO gap (alpha / beta) = 7.6 / 6.5 eV
<S²> = 2.009

=====

Below is a 13-piece molecular cluster, C78H58N2O25SSi overall, with properties calculated with the ωB97M-V functional and the def2-TZVPD basis.

```
! wB97M-V def2-TZVPD RIJCOSX def2/J DEFGRID3
* xyz 0 1
C -3.7936 -1.3916 0.8984
C -3.1858 -0.6264 -0.2572
Si -1.2882 -0.8869 -0.6854
C -0.5679 -1.9464 0.7539
C 1.1039 -1.9773 0.7880
S 1.8890 -0.3013 0.4981
C 3.0927 0.1687 1.8545
N 3.0444 0.0396 3.3610
N 4.2437 0.6100 3.8410
C 5.1718 1.1633 2.7733
O 4.3723 0.8421 1.5704
H -4.0240 -0.8386 1.9105
H -4.0771 -2.5414 0.7672
H -3.8562 0.1387 -0.8557
H -1.2585 -1.5827 -1.9953
H -0.6395 0.4020 -0.8884
H -0.9754 -3.0555 0.5876
H -0.9066 -1.5983 1.8188
H 1.4128 -2.3921 1.8485
H 1.3997 -2.7372 -0.0837
H 6.2069 1.7096 2.8502
C 5.0609 -1.6668 8.9260
C 4.5839 -0.5736 9.5292
C 4.0760 0.5719 8.7488
O 3.6410 1.5737 9.3000
C 4.1141 0.4621 7.2770
C 4.5912 -0.6311 6.6738
C 5.0991 -1.7766 7.4542
O 5.5340 -2.7784 6.9030
H 5.4379 -2.5155 9.4835
H 4.5485 -0.4780 10.6078
H 3.7371 1.3108 6.7195
H 4.6265 -0.7267 5.5952
C 8.9415 -1.1610 -1.8972
C 9.1915 -0.4793 -0.7751
C 8.1389 0.3136 -0.1098
O 8.3673 0.9395 0.9161
C 6.7997 0.3227 -0.7314
C 6.5497 -0.3590 -1.8534
C 7.6023 -1.1519 -2.5187
O 7.3738 -1.7778 -3.5447
H 9.7023 -1.7469 -2.3982
H 10.1683 -0.4764 -0.3065
H 6.0388 0.9086 -0.2303
H 5.5728 -0.3618 -2.3220
C 2.1610 5.0178 5.1026
C 1.1642 5.6453 4.4710
C 0.6529 5.1593 3.1742
O -0.2581 5.7342 2.5944
C 1.2844 3.9529 2.6036
C 2.2812 3.3255 3.2352
C 2.7925 3.8114 4.5320
O 3.7035 3.2366 5.1118
H 2.5483 5.3615 6.0540
H 0.6901 6.5309 4.8768
H 0.8971 3.6093 1.6522
H 2.7553 2.4398 2.8294
C -4.3366 0.1926 -3.9114
C -4.9351 1.2941 -4.3749
C -4.2125 2.2565 -5.2298
O -4.7590 3.2659 -5.6529
C -2.8042 1.9539 -5.5537
C -2.2057 0.8524 -5.0902
C -2.9283 -0.1100 -4.2353
O -2.3819 -1.1194 -3.8122
H -4.8519 -0.5232 -3.2826
H -5.9677 1.5298 -4.1468
H -2.2889 2.6697 -6.1825
H -1.1731 0.6167 -5.3183
C 10.7880 -0.6390 -7.3582
C 10.1489 0.0186 -8.3305
C 8.7312 0.4054 -8.1902
O 8.1450 1.0056 -9.0804
C 8.0479 0.0389 -6.9337
C 8.6870 -0.6188 -5.9614
C 10.1047 -1.0055 -6.1018
O 10.6909 -1.6058 -5.2115
H 11.8275 -0.9308 -7.4454
H 10.6364 0.2953 -9.2577
H 7.0084 0.3307 -6.8466
H 8.1995 -0.8954 -5.0343
C 7.5966 -5.2386 4.9623
C 6.5997 -4.6112 4.3307
C 6.0885 -5.0971 3.0339
O 5.1775 -4.5223 2.4541
C 6.7200 -6.3035 2.4633
C 7.7168 -6.9310 3.0949
C 8.2281 -6.4450 4.3917
O 9.1391 -7.0198 4.9715
H 7.9839 -4.8949 5.9137
H 6.1256 -3.7255 4.7365
H 6.3326 -6.6472 1.5119
H 8.1909 -7.8166 2.6891
C -2.3767 5.0833 -1.4169
C -2.8537 6.1764 -0.8138
C -3.3616 7.3220 -1.5941
O -3.7966 8.3237 -1.0429
C -3.3235 7.2121 -3.0660
C -2.8465 6.1189 -3.6691
C -2.3385 4.9734 -2.8887
O -1.9036 3.9716 -3.4400
H -1.9997 4.2345 -0.8595
H -2.8891 6.2720 0.2649
H -3.7005 8.0608 -3.6234
H -2.8111 6.0234 -4.7477
C -9.1920 -1.0091 -5.1729
C -9.8974 -1.5687 -6.1607
C -9.3878 -1.5956 -7.5459
O -10.0337 -2.1058 -8.4510
C -8.0686 -0.9820 -7.7969
C -7.3632 -0.4224 -6.8091
C -7.8728 -0.3955 -5.4239
O -7.2270 0.1147 -4.5189
H -9.5515 -0.9802 -4.1516
H -10.8663 -2.0235 -5.9926
H -7.7091 -1.0109 -8.8182
H -6.3944 0.0324 -6.9772
C 2.0221 8.6230 -5.8438
C 0.7317 8.9665 -5.8994
C -0.3222 8.0722 -5.3810
O -1.5037 8.3849 -5.4334
C 0.1051 6.7850 -4.7976
C 1.3956 6.4415 -4.7419
C 2.4494 7.3359 -5.2603
O 3.6309 7.0232 -5.2079
H 2.8076 9.2670 -6.2201
H 0.4022 9.9074 -6.3237
H -0.6803 6.1410 -4.4212
H 1.7250 5.5006 -4.3176
C -8.5436 -4.2632 -1.6217
C -9.1827 -3.6056 -2.5941
C -10.6004 -3.2188 -2.4537
O -11.1866 -2.6186 -3.3439
C -11.2837 -3.5853 -1.1973
C -10.6446 -4.2430 -0.2249
C -9.2269 -4.6297 -0.3653
O -8.6407 -5.2300 0.5249
H -7.5041 -4.5550 -1.7089
H -8.6952 -3.3289 -3.5212
H -12.3232 -3.2935 -1.1101
H -11.1321 -4.5196 0.7022
C -6.0637 -8.9389 4.7091
C -5.0763 -8.1299 4.3132
C -5.3313 -7.0028 3.3946
O -4.4278 -6.2629 3.0301
C -6.7191 -6.8035 2.9320
C -7.7065 -7.6126 3.3279
C -7.4516 -8.7397 4.2465
O -8.3551 -9.4796 4.6110
H -5.8937 -9.7706 5.3819
H -4.0532 -8.2624 4.6442
H -6.8891 -5.9719 2.2592
H -8.7296 -7.4801 2.9969
C 0.2561 1.6829 7.8501
C 0.0855 2.3429 6.7005
C -1.2620 2.5815 6.1469
O -1.4190 3.1837 5.0937
C -2.4131 2.0641 6.9132
C -2.2424 1.4041 8.0628
C -0.8949 1.1655 8.6164
O -0.7379 0.5633 9.6696
H 1.2376 1.4987 8.2697
H 0.9196 2.7292 6.1270
H -3.3945 2.2483 6.4936
H -3.0765 1.0178 8.6363
*
```

Max |F| = 8.7 eV/Å
HOMO = -7.730 eV
HOMO-LUMO gap = 5.5 eV

=====

Below is a 8-piece molecular cluster, C12H40O8 overall, with properties calculated with the ωB97M-V functional and the def2-TZVPD basis.

```
! wB97M-V def2-TZVPD RIJCOSX def2/J DEFGRID3
* xyz 0 1
C -8.9126 11.7175 -18.9343
C -7.5867 11.7000 -18.2090
O -7.8821 11.1259 -16.9249
H -8.8277 12.2667 -19.8720
H -9.7487 12.1872 -18.4163
H -9.1645 10.6572 -18.9512
H -7.0811 12.6447 -18.0090
H -6.8450 11.1468 -18.7852
H -8.4113 10.3345 -17.0481
C -16.5470 8.2571 -9.5687
C -15.8078 9.6179 -9.1495
O -16.7225 10.6311 -9.0134
H -17.3354 8.0879 -8.8352
H -15.9152 7.3841 -9.4052
H -17.0608 8.4018 -10.5191
H -15.0243 10.0068 -9.8000
H -15.4093 9.4692 -8.1459
H -17.3721 10.2792 -8.4004
C -8.6328 15.9526 -14.3469
C -7.2407 15.5936 -14.9101
O -6.8608 14.2520 -14.6374
H -8.5671 16.0560 -13.2638
H -9.4459 15.2817 -14.6240
H -8.9081 16.9620 -14.6526
H -6.4693 16.2772 -14.5557
H -7.2491 15.7930 -15.9817
H -7.3540 13.6393 -15.1879
C -13.4480 12.6889 -13.5447
C -12.1169 11.9392 -13.6542
O -12.5312 10.6741 -14.2218
H -13.4313 13.5932 -12.9363
H -14.2770 12.1049 -13.1449
H -13.5804 13.0685 -14.5578
H -11.8459 11.8011 -12.6075
H -11.3101 12.3640 -14.2514
H -11.7560 10.2059 -14.5402
C -9.7725 14.0403 -9.8473
C -10.2941 14.0646 -8.4615
O -11.7205 13.8638 -8.4087
H -10.3040 14.5133 -10.6731
H -9.5665 13.0686 -10.2962
H -8.7952 14.5226 -9.8688
H -9.9416 15.0070 -8.0424
H -9.8544 13.3217 -7.7960
H -11.8750 13.2429 -7.6929
C -10.0013 7.4516 -11.2302
C -10.2563 6.1364 -12.0943
O -11.3207 6.3432 -13.0519
H -10.0830 8.3071 -11.9006
H -9.0140 7.3646 -10.7765
H -10.6801 7.6834 -10.4094
H -10.4442 5.2037 -11.5625
H -9.4208 5.9643 -12.7729
H -12.1052 6.5422 -12.5355
O -16.2537 14.7115 -9.5058
H -17.0854 15.0103 -9.8734
H -16.2838 13.7583 -9.5874
O -9.1651 7.5461 -16.5996
H -9.4133 6.8738 -17.2341
H -9.2878 7.1285 -15.7471
*
```

Max |F| = 2.5 eV/Å
HOMO = -10.012 eV
HOMO-LUMO gap = 10.4 eV
SMILES = CCO.CCO.CCO.CCO.CCO.CCO.O.O

=====

Below is a 4-piece molecular cluster, C16H34BrN3O6S overall, with properties calculated with the ωB97M-V functional and the def2-TZVPD basis.

```
! wB97M-V def2-TZVPD RIJCOSX def2/J DEFGRID3
* xyz 0 1
O 1.5115 -3.2971 2.7834
S 1.0789 -1.9346 2.1128
O 0.6181 -0.9117 3.3899
C 0.4613 0.4878 2.9849
C 0.5490 0.7847 1.3791
C -0.6437 0.0496 0.4843
C -1.2900 -1.2772 1.2275
C -2.5418 -1.7669 0.2343
C -3.9524 -1.6109 1.0731
C -4.4004 -0.0309 1.0035
Br -3.7750 1.0809 2.5448
O -0.3043 -2.3683 1.1899
H -0.6279 0.8216 3.3301
H 1.2307 1.1672 3.5507
H 0.3427 1.9533 1.2454
H 1.6344 0.6263 0.9107
H -0.2328 -0.3298 -0.5673
H -1.5630 0.7843 0.2929
H -1.7531 -1.0609 2.2800
H -2.4992 -1.1206 -0.7530
H -2.3230 -2.8791 -0.0838
H -3.8726 -1.9037 2.2058
H -4.7276 -2.3364 0.5299
H -3.9653 0.4481 0.0121
H -5.5826 -0.0149 1.0210
C -1.6037 -1.6075 -3.5599
O -1.1915 -1.0840 -2.5330
N -1.5908 -2.9597 -3.8289
C -2.0987 -3.5019 -5.0718
C -1.0527 -3.8681 -2.8379
H -2.0336 -1.0082 -4.3794
H -2.9134 -4.1963 -4.8477
H -1.2908 -4.0351 -5.5812
H -2.4726 -2.7085 -5.7245
H -1.6242 -3.7628 -1.9109
H -0.0097 -3.6023 -2.6406
H -1.1090 -4.9017 -3.1899
C 1.5117 0.9315 -6.3328
O 0.3631 0.6219 -6.6216
N 2.2531 0.3852 -5.3067
C 3.6101 0.8071 -5.0285
C 1.6574 -0.6437 -4.4800
H 2.0594 1.7038 -6.8976
H 4.2750 -0.0562 -5.1225
H 3.6566 1.1976 -4.0079
H 3.9317 1.5855 -5.7258
H 1.3728 -1.4891 -5.1136
H 0.7576 -0.2416 -4.0046
H 2.3608 -0.9786 -3.7129
C 1.0512 4.0217 5.3289
O 0.9351 3.4912 4.2318
N 2.1912 4.0139 6.1042
C 2.2483 4.6671 7.3954
C 3.3702 3.3315 5.6132
H 0.2149 4.5677 5.7959
H 3.0314 5.4301 7.3711
H 2.4856 3.9206 8.1588
H 1.2935 5.1402 7.6404
H 3.6704 3.7798 4.6613
H 3.1274 2.2779 5.4450
H 4.1901 3.4102 6.3322
*
```

Max |F| = 5.9 eV/Å
HOMO = -9.111 eV
HOMO-LUMO gap = 9.7 eV

=====

Below is C36H38N5NiOPSSi as an isolated structure, with properties calculated with the ωB97M-V functional and the def2-TZVPD basis.

```
! wB97M-V def2-TZVPD RIJCOSX def2/J DEFGRID3
* xyz 0 1
Ni -0.6201 0.4380 0.1648
C -2.6080 -2.9186 -1.5027
C -1.8940 -1.6301 -1.2295
N -1.5501 -1.3049 0.0159
N -2.0426 -2.0914 1.0332
C -1.2641 -2.5018 2.0417
N -1.8830 -3.0037 3.1464
S 0.3936 -2.5314 1.9045
C -1.5771 -0.7000 -2.2338
C -1.6125 -1.0944 -3.6851
C -0.9251 -0.0429 -4.5844
C -0.9492 1.3399 -4.0541
C -1.0356 1.5303 -2.7262
N -1.2211 0.5301 -1.8131
H -2.2076 -3.7015 -0.8594
H -2.4883 -3.2176 -2.5379
H -3.6753 -2.8127 -1.2977
H -3.0554 -2.1739 1.1182
H -2.8304 -2.7269 3.3542
H -1.2848 -3.1831 3.9341
H -2.6223 -1.4035 -3.9693
H -1.2927 -0.0805 -5.6121
H -0.8546 2.1701 -4.7350
H -1.0048 2.5294 -2.3120
O -0.7296 3.0231 0.2841
C 0.0320 2.1252 0.0450
C 1.3926 2.3585 -0.5233
C 1.8280 3.6726 -0.7000
C 3.0652 3.9176 -1.2630
C 3.8568 2.8596 -1.6869
C 3.4346 1.5536 -1.5114
C 2.2066 1.2941 -0.9144
P 1.5871 -0.3787 -0.4920
C 3.2389 -1.1206 -0.1805
C 3.8880 -1.9064 -1.1281
C 5.2028 -2.2938 -0.9319
C 5.8843 -1.9086 0.2112
C 5.2361 -1.1480 1.1690
C 3.9245 -0.7566 0.9737
C 1.2047 -1.1056 -2.1135
C 0.7714 -2.4972 -2.0610
C 0.0567 -3.0130 -3.0609
C -0.4767 -2.0973 -4.0987
C 0.3951 -0.8732 -4.4476
C 1.1603 -0.4047 -3.2543
H 1.1918 4.4884 -0.3857
H 3.4140 4.9318 -1.3894
H 4.8106 3.0521 -2.1539
H 4.0580 0.7331 -1.8394
H 3.3746 -2.2029 -2.0315
H 5.7044 -2.8870 -1.6840
H 6.9168 -2.1930 0.3518
H 5.7536 -0.8437 2.0678
H 3.4306 -0.1529 1.7158
H 1.1094 -3.0848 -1.2163
H -0.2008 -4.0596 -3.1059
H -0.7834 -2.6391 -4.9964
H 1.0164 -0.9265 -5.3451
H 1.5818 0.5892 -3.3148
C 1.3969 0.9071 2.8676
Si -0.3968 1.1942 3.4140
C -0.6289 0.0011 4.9049
C -0.6237 3.0355 3.8833
N -1.4042 0.8447 2.0397
C -2.7385 1.0431 2.0636
C -3.4790 1.0872 0.8588
C -4.8392 1.2854 0.8531
C -5.5310 1.4835 2.0418
C -4.8281 1.4711 3.2391
C -3.4727 1.2433 3.2556
H 2.0635 0.8445 3.7233
H 1.7560 1.6923 2.2105
H 1.4419 -0.0415 2.3377
H -0.1687 0.4253 5.7903
H -0.1198 -0.9340 4.6909
H -1.6612 -0.2301 5.1501
H 0.1016 3.3474 4.6275
H -1.6139 3.2507 4.2681
H -0.4835 3.6452 2.9957
H -2.9337 1.0081 -0.0797
H -5.3770 1.3198 -0.0846
H -6.5942 1.6679 2.0353
H -5.3496 1.6545 4.1685
H -2.9486 1.2290 4.1956
*
```

Max |F| = 3.5 eV/Å
HOMO (alpha / beta) = -6.163 / -6.163 eV
HOMO-LUMO gap (alpha / beta) = 4.5 / 4.5 eV

=====

Below is an isolated ion of composition C2H4NO3PS and charge -2, with properties calculated with the ωB97M-V functional and the def2-TZVPD basis.

```
! wB97M-V def2-TZVPD RIJCOSX def2/J DEFGRID3
* xyz -2 1
C 0.1943 -1.4529 0.5581
N -0.9173 -0.5665 0.5449
C -0.8191 0.6350 0.1062
S -2.3720 1.5424 0.2904
P 0.8448 1.3021 -0.9398
O 1.9857 0.8211 -0.0625
O 0.7842 0.5629 -2.2293
O 0.5618 2.7701 -1.0363
H 0.2446 -2.2977 -0.1879
H 1.0011 -0.7757 0.3409
H 0.3401 -1.8437 1.6653
H -1.8483 -0.6971 0.9500
*
```

Max |F| = 3.9 eV/Å
HOMO = 0.092 eV
HOMO-LUMO gap = 5.8 eV
SMILES = CNC(=S)P(=O)([O-])[O-]

=====

Below is C29H30Cl3FN7O4Ru as an isolated structure, with properties calculated with the ωB97M-V functional and the def2-TZVPD basis.

```
! wB97M-V def2-TZVPD RIJCOSX def2/J DEFGRID3
* xyz 2 2
Ru 1.8001 1.8307 -2.2104
Cl 3.8524 4.5362 4.4438
C 3.0439 4.1562 2.9879
C 3.6367 3.2808 2.0752
C 2.9811 2.9867 0.9029
Cl 3.6854 1.9084 -0.2452
C 1.7018 3.5321 0.5532
O 1.1023 3.2689 -0.5213
C 1.1450 4.4206 1.5428
Cl -0.3794 5.1144 1.2037
C 1.8003 4.7236 2.7165
H 4.6017 2.8444 2.2761
H 1.3554 5.4057 3.4234
F 0.3069 -0.8113 4.0592
C -0.2089 -1.3528 2.9315
C 0.1797 -0.7866 1.7493
C -0.2647 -1.2963 0.5302
C 0.2279 -0.6819 -0.7028
O 1.0603 0.2411 -0.6326
C -0.2924 -1.2787 -1.8920
C -1.1320 -2.3509 -1.8172
N -1.5781 -2.9042 -0.6732
C -2.4166 -4.0741 -0.7531
C -3.5332 -4.1377 -1.7535
C -3.8478 -4.0110 -0.2966
C -1.1473 -2.3961 0.5332
C -1.5400 -2.9476 1.7610
C -1.0764 -2.4619 2.9810
N -1.5062 -3.0373 4.1810
C -1.5854 -4.4769 4.3164
C -2.8512 -4.8147 5.1283
N -3.1584 -3.6638 6.0235
C -1.9044 -3.1084 6.5866
C -1.1432 -2.4156 5.4482
C 0.0961 -0.7942 -3.2966
O -0.0803 -1.5719 -4.2159
O 0.5455 0.3846 -3.3885
H 0.8644 0.0492 1.7639
H -1.4525 -2.8108 -2.7424
H -1.8637 -4.9916 -0.5720
H -3.7087 -5.0824 -2.2447
H -3.7259 -3.2827 -2.3813
H -4.2638 -4.8614 0.2212
H -4.2261 -3.0588 0.0424
H -2.2240 -3.7783 1.7509
H -0.6914 -4.8614 4.8267
H -1.6311 -4.9580 3.3417
H -2.6926 -5.7096 5.7329
H -3.7051 -4.9851 4.4721
H -3.8113 -3.9424 6.7631
H -3.5958 -2.9200 5.4627
H -1.3284 -3.9293 7.0172
H -2.1202 -2.3915 7.3798
H -0.0667 -2.4744 5.6552
H -1.4202 -1.3610 5.4017
N 5.6033 2.0412 -4.5862
C 4.7366 1.4162 -5.4311
C 3.5790 1.2494 -4.7291
N 3.7450 1.7653 -3.4753
C 4.9727 2.2363 -3.4200
H 6.5534 2.3012 -4.7990
H 4.9982 1.1447 -6.4316
H 2.6531 0.7923 -5.0267
H 5.4182 2.7091 -2.5669
C -0.5771 4.4575 -6.3318
N -0.1708 4.9675 -5.0393
C -0.5864 6.3061 -4.6749
C 0.3992 4.2001 -4.1790
N 0.9687 3.5520 -3.4050
H -0.3230 5.1915 -7.0980
H -1.6556 4.2818 -6.3537
H -0.0580 3.5238 -6.5397
H -0.3353 6.9870 -5.4891
H -0.0702 6.6218 -3.7704
H -1.6650 6.3429 -4.5036
*
```

Max |F| = 4.1 eV/Å
HOMO (alpha / beta) = -11.316 / -11.398 eV
HOMO-LUMO gap (alpha / beta) = 4.5 / 5.3 eV
<S²> = 0.779